(1)
{
  "formula": "C2H16N2O5",
  "method": "the ωB97M-V functional and the def2-TZVPD basis",
  "orbital_gap_ev": 10.32,
  "de_lowest_kj_mol": 0.0,
  "e_homo_ev": -9.8,
  "spin_multiplicity": 1,
  "e_lumo_ev": 0.471,
  "energy_ev": -15551.1323,
  "fmax_ev_per_a": 3.8,
  "symbols": ["C", "N", "C", "N", "H", "H", "H", "H", "H", "H", "O", "H", "H", "O", "H", "H", "O", "H", "H", "O", "H", "H", "O", "H", "H"],
  "positions_angstrom": [[1.222, -1.044, -0.394], [0.164, -0.165, 0.110], [0.360, 1.118, 0.358], [1.513, 1.808, 0.073], [1.453, -0.764, -1.444], [0.860, -2.047, -0.392], [2.131, -1.038, 0.200], [-0.502, 1.696, 0.688], [1.628, 2.703, 0.520], [2.402, 1.320, -0.107], [0.431, 1.097, -3.097], [-0.273, 0.462, -2.967], [0.766, 1.350, -2.212], [0.164, 1.711, 2.931], [-0.279, 0.827, 2.961], [-0.087, 2.139, 3.685], [-1.515, -2.808, -0.791], [-1.136, -2.124, -0.174], [-1.434, -2.375, -1.633], [-1.059, -0.669, 2.782], [-0.592, -1.376, 3.154], [-0.932, -0.759, 1.874], [-1.521, -0.552, -2.281], [-1.423, -0.322, -1.348], [-2.340, -0.190, -2.497]],
  "atomic_forces_ev_per_a": [[0.03, 1.37, -0.64], [-0.33, 1.85, 0.89], [0.52, -2.61, -1.52], [0.21, -0.36, 0.14], [0.12, -0.24, 0.48], [-0.22, -0.68, -0.09], [0.30, 0.25, 0.18], [0.46, 0.00, 0.00], [-0.08, -0.02, 0.00], [-1.01, 0.19, 0.23], [1.19, 0.97, 0.27], [-0.33, -0.36, 0.33], [-0.45, -0.23, -0.76], [0.90, -1.95, -2.85], [0.23, 0.49, 0.08], [-1.01, 1.84, 3.18], [0.59, 0.39, 1.82], [-0.67, -1.04, -0.84], [-0.07, 0.27, -0.72], [-1.50, 1.48, 1.89], [1.02, -1.66, 1.06], [0.41, -0.07, -3.03], [1.52, -0.74, 0.39], [0.49, 0.03, 0.41], [-2.30, 0.83, -0.91]]
}



(2)
{
  "formula": "C2H16NO5",
  "method": "the ωB97M-V functional and the def2-TZVPD basis",
  "charge": 1,
  "orbital_gap_ev": 11.16,
  "de_lowest_kj_mol": 11.9,
  "e_homo_ev": -14.9,
  "spin_multiplicity": 1,
  "e_lumo_ev": -3.775,
  "energy_ev": -14055.4638,
  "fmax_ev_per_a": 1.9,
  "symbols": ["C", "C", "N", "H", "H", "H", "H", "H", "H", "H", "H", "O", "H", "H", "O", "H", "H", "O", "H", "H", "O", "H", "H", "O"],
  "positions_angstrom": [[-0.336, 0.216, 2.987], [0.599, 1.574, 1.272], [0.180, 0.420, 1.631], [-1.344, -0.183, 2.943], [0.335, -0.450, 3.529], [-0.353, 1.169, 3.505], [0.776, 2.363, 1.989], [0.743, 1.698, 0.203], [0.085, -0.242, 0.824], [0.853, -0.804, -1.055], [0.149, -2.141, -0.676], [0.105, -1.174, -0.532], [-1.497, -0.286, -0.737], [-2.900, 0.466, -0.492], [-1.988, 0.522, -0.832], [1.148, 1.167, -2.011], [2.494, 0.328, -2.155], [1.747, 0.540, -1.587], [0.772, -4.240, -0.497], [0.135, -4.056, -1.856], [-0.032, -3.973, -0.921], [-1.043, 1.766, -1.556], [-0.404, 3.054, -2.237], [-0.224, 2.268, -1.737]],
  "atomic_forces_ev_per_a": [[0.50, -0.49, 0.16], [-0.06, -0.90, -0.56], [-0.23, 1.93, 0.07], [0.05, -0.14, -0.06], [-0.22, -0.17, -0.03], [-0.01, 0.08, -0.06], [-0.20, 0.08, 0.06], [0.42, 0.34, 0.15], [-0.13, -0.70, 0.49], [-0.24, 0.46, 0.05], [-0.45, -0.13, 0.26], [0.31, -0.50, -0.16], [0.21, -1.06, 0.04], [0.77, -0.29, -0.31], [-1.22, 1.28, 0.21], [-0.25, 0.46, -0.37], [-0.09, 0.28, -0.13], [0.73, -0.74, 0.35], [0.72, -0.51, 0.40], [0.01, -0.24, -0.56], [-0.58, 0.77, 0.13], [-0.17, 0.17, -0.13], [-0.33, 0.41, -0.32], [0.48, -0.37, 0.33]]
}



(3)
{
  "formula": "C2H16O7Pt",
  "method": "the ωB97M-V functional and the def2-TZVPD basis",
  "charge": 2,
  "orbital_gap_ev": [7.87, 3.69],
  "de_lowest_kj_mol": 96.0,
  "e_homo_ev": [-16.7, -16.7],
  "spin_multiplicity": 3,
  "s_squared": 2.0351,
  "e_lumo_ev": [-8.796, -12.974],
  "energy_ev": -19888.6654,
  "fmax_ev_per_a": 4.3,
  "symbols": ["Pt", "C", "C", "O", "O", "H", "H", "H", "H", "H", "H", "O", "H", "H", "O", "H", "H", "O", "H", "H", "O", "H", "H", "O", "H", "H"],
  "positions_angstrom": [[-0.178, 0.695, 0.588], [-0.051, -2.289, -2.746], [1.507, -2.354, -2.515], [1.860, -1.274, -1.577], [-0.693, -2.245, -1.481], [-0.226, -3.215, -3.293], [-0.378, -1.370, -3.232], [1.877, -1.969, -3.465], [1.925, -3.349, -2.361], [2.808, -1.129, -1.622], [-1.021, -3.142, -1.382], [0.969, 2.966, -1.558], [0.405, 3.333, -2.240], [1.829, 3.352, -1.724], [-3.169, 1.645, -0.448], [-3.614, 1.005, -1.003], [-3.867, 2.227, -0.147], [-0.754, 2.926, 3.137], [-0.519, 2.762, 4.050], [-1.008, 3.848, 3.116], [2.490, 0.186, 3.003], [2.463, -0.269, 3.845], [3.215, 0.804, 3.087], [-1.790, -1.069, 2.970], [-2.717, -0.944, 3.173], [-1.363, -1.130, 3.825]],
  "atomic_forces_ev_per_a": [[-0.31, 0.56, 0.51], [-0.93, -0.25, 1.45], [1.84, 3.86, -0.12], [-1.46, -2.52, -0.37], [0.91, -0.06, -1.87], [-0.47, 0.04, -0.04], [0.68, 0.22, -0.23], [0.14, -0.56, -0.38], [-0.66, -0.19, 0.82], [0.49, 0.30, -0.31], [-0.56, -0.91, 1.02], [-0.22, -0.61, 0.36], [-0.27, 0.16, -0.16], [0.33, 0.13, 0.07], [0.73, -0.34, 0.03], [-0.20, -0.13, -0.17], [-0.15, 0.30, 0.22], [0.05, -0.42, -0.44], [0.10, -0.09, 0.26], [-0.09, 0.30, -0.08], [-0.39, -0.02, -0.46], [-0.01, -0.18, 0.25], [0.23, 0.22, 0.01], [0.39, 0.15, -0.64], [-0.34, 0.09, 0.01], [0.18, -0.04, 0.27]]
}



(4)
{
  "formula": "C2H17FO7Pb",
  "method": "the ωB97M-V functional and the def2-TZVPD basis",
  "orbital_gap_ev": 5.67,
  "de_lowest_kj_mol": 141.1,
  "e_homo_ev": -6.3,
  "spin_multiplicity": 1,
  "e_lumo_ev": -0.621,
  "energy_ev": -24645.8329,
  "fmax_ev_per_a": 4.5,
  "symbols": ["Pb", "F", "C", "C", "O", "H", "H", "H", "H", "H", "O", "H", "H", "O", "H", "H", "O", "H", "H", "O", "H", "H", "O", "H", "H", "O", "H", "H"],
  "positions_angstrom": [[28.761, -18.426, 16.927], [29.063, -16.993, 19.114], [32.879, -18.652, 16.475], [32.440, -19.053, 17.857], [31.018, -19.270, 17.940], [32.170, -17.911, 16.107], [32.876, -19.371, 15.656], [33.889, -18.247, 16.539], [32.801, -18.335, 18.594], [32.988, -19.953, 18.137], [29.973, -16.103, 16.753], [29.878, -15.190, 16.481], [29.956, -16.071, 17.709], [29.827, -18.437, 14.574], [30.702, -18.379, 14.190], [29.246, -18.081, 13.901], [26.520, -18.983, 18.061], [25.700, -18.498, 18.143], [26.490, -19.628, 18.768], [28.442, -21.058, 16.869], [27.880, -21.668, 16.390], [29.142, -21.605, 17.225], [27.057, -18.907, 15.038], [26.729, -18.513, 14.229], [26.450, -19.625, 15.217], [27.086, -16.285, 16.636], [26.144, -16.452, 16.613], [27.178, -15.382, 16.332]],
  "atomic_forces_ev_per_a": [[3.26, 0.96, 3.02], [-0.27, -0.30, -1.37], [0.09, 0.80, -0.55], [-2.29, -1.07, -0.11], [0.47, 0.13, -0.76], [0.18, 0.63, 0.21], [0.01, -0.83, 0.44], [0.12, 0.30, -0.29], [-0.21, 0.64, 0.02], [0.02, -0.60, 0.07], [0.33, 0.26, -1.24], [0.02, 0.16, -0.21], [-0.34, -0.53, 1.71], [-0.03, -0.09, -0.48], [0.52, 0.00, 0.19], [-0.20, 0.06, -0.19], [-0.68, -0.33, -0.18], [-0.16, 0.32, 0.14], [0.23, -0.24, 0.35], [-0.39, -0.23, -0.04], [-0.20, -0.16, -0.18], [0.66, 0.10, 0.29], [-0.49, -0.09, -0.57], [-0.13, 0.21, -0.32], [-0.19, -0.30, 0.19], [-0.26, -0.07, -0.23], [-0.29, -0.04, 0.01], [0.22, 0.29, 0.07]]
}



(5)
{
  "formula": "C2H17O14",
  "method": "the ωB97M-V functional and the def2-TZVPD basis",
  "charge": -3,
  "orbital_gap_ev": 1.87,
  "de_lowest_kj_mol": 0.0,
  "e_homo_ev": 4.1,
  "spin_multiplicity": 1,
  "e_lumo_ev": 5.916,
  "energy_ev": -31007.8995,
  "fmax_ev_per_a": 9.4,
  "symbols": ["O", "H", "H", "H", "C", "O", "O", "O", "C", "O", "O", "O", "O", "H", "H", "O", "H", "H", "O", "H", "H", "O", "H", "H", "O", "H", "H", "O", "H", "H", "O", "H", "H"],
  "positions_angstrom": [[0.031, 0.120, -0.434], [0.167, 0.975, -0.850], [-0.643, 0.238, 0.239], [-0.247, -0.528, -1.085], [-0.644, -2.758, -3.027], [-0.070, -2.530, -4.101], [-0.562, -1.976, -2.046], [-1.482, -3.632, -2.984], [-2.657, -0.737, 1.318], [-2.755, -1.199, 0.188], [-3.554, -1.124, 2.086], [-1.766, 0.032, 1.597], [2.750, -2.349, -2.177], [1.846, -2.066, -2.310], [2.850, -3.111, -2.748], [-0.675, 0.673, 4.018], [-0.755, 1.611, 3.848], [-0.876, 0.259, 3.178], [2.687, 0.521, -2.053], [2.733, 1.451, -2.272], [2.468, 0.090, -2.879], [-2.514, 2.737, 1.833], [-1.712, 3.053, 2.249], [-2.369, 1.798, 1.716], [1.314, 2.417, 1.305], [1.584, 1.590, 1.705], [2.029, 3.023, 1.500], [0.285, -2.599, 1.567], [1.121, -3.046, 1.437], [0.507, -1.819, 2.076], [0.295, 2.625, -1.162], [-0.207, 3.420, -1.341], [0.820, 2.840, -0.392]],
  "atomic_forces_ev_per_a": [[2.07, 0.80, 0.50], [0.02, 0.67, -0.67], [-2.49, -0.65, 2.17], [-0.98, -2.94, -2.05], [-1.26, 1.47, -0.26], [3.63, 1.09, -3.57], [2.09, 2.96, 3.16], [-3.21, -4.73, 0.53], [-5.20, -4.57, -2.10], [0.95, -0.44, -4.45], [-1.90, 0.11, 4.35], [6.83, 6.07, 2.35], [1.34, -0.06, 0.22], [-1.40, -0.02, -0.09], [-0.39, -0.08, -0.19], [1.16, 0.52, 1.64], [-0.19, 0.03, -0.16], [-1.19, -0.57, -1.47], [0.42, 0.38, 0.30], [-0.20, 0.29, -0.03], [-0.24, -0.55, -0.18], [-0.36, 1.74, 0.13], [0.20, -0.06, -0.04], [0.23, -1.82, -0.14], [0.05, 0.53, 0.09], [-0.16, -0.57, 0.04], [0.25, 0.19, 0.16], [0.00, -0.31, 0.28], [0.20, -0.07, -0.31], [-0.23, 0.37, 0.07], [0.19, 0.52, -0.89], [-0.43, -0.07, -0.12], [0.23, -0.22, 0.72]]
}